Below is a cluster of 8 separate species, C30H55ClF12N10P2 in total, with properties calculated with wB97M-V/def2-TZVPD.

```
110
Properties=species:S:1:pos:R:3
C -7.5706 -0.2544 -0.6186
C -6.7125 0.9353 -0.1573
N -5.8363 0.4017 0.9425
C -5.6997 0.9377 2.2275
C -4.6906 0.2468 2.7889
N -4.1979 -0.7274 1.9576
C -4.8744 -0.5670 0.8153
C -3.3920 -1.8223 2.3110
H -6.8614 -0.8535 -1.1897
H -8.3123 0.1252 -1.3213
H -8.0916 -0.8457 0.1344
H -7.4084 1.7148 0.1529
H -6.1379 1.2683 -1.0215
H -6.2788 1.7759 2.5859
H -4.2989 0.3826 3.7861
H -4.7937 -1.2074 -0.0506
H -3.1961 -1.9073 3.3799
H -2.4185 -1.8227 1.8208
H -3.9169 -2.7443 2.0608
C 1.6800 0.2710 -5.0766
C 1.5124 1.5984 -4.2691
N 0.0385 1.7474 -3.9243
C -0.9658 2.0937 -4.8213
C -2.2145 2.0831 -4.0904
N -1.9462 1.6292 -2.8355
C -0.5367 1.4550 -2.7412
C -2.7359 1.5238 -1.7056
H 1.3245 -0.5548 -4.4603
H 2.6807 -0.0359 -5.3808
H 1.0605 0.2873 -5.9732
H 1.8168 2.4952 -4.8087
H 2.0116 1.6117 -3.3003
H -0.7328 2.3053 -5.8545
H -3.2145 2.4450 -4.2784
H 0.0654 1.2673 -1.8644
H -3.6338 2.1413 -1.7300
H -2.1668 1.7377 -0.8009
H -2.9761 0.4689 -1.5724
C -1.6957 -4.4093 0.2546
C -0.9084 -5.1505 1.3240
N -0.8353 -4.3768 2.5745
C -1.5145 -4.6561 3.7602
C -1.3311 -3.6069 4.6651
N -0.4431 -2.6748 4.0149
C -0.0847 -3.2583 2.8188
C 0.1313 -1.3825 4.4642
H -1.8353 -4.9831 -0.6616
H -1.1615 -3.4946 -0.0023
H -2.6083 -4.0236 0.7091
H 0.1081 -5.3794 1.0038
H -1.2132 -6.1828 1.4959
H -1.9793 -5.6271 3.8469
H -1.6001 -3.4992 5.7055
H 0.5786 -2.8029 2.0984
H 0.3074 -0.7001 3.6327
H 1.0570 -1.5228 5.0223
H -0.5327 -0.8760 5.1646
C 7.0289 -3.2036 -2.8337
C 6.4090 -3.5887 -1.4763
N 5.0956 -2.8775 -1.3889
C 4.5961 -2.0854 -0.3873
C 3.2678 -1.8083 -0.5310
N 2.9083 -2.4617 -1.6951
C 4.0554 -3.0970 -2.2392
C 1.6928 -2.4686 -2.4004
H 7.9172 -3.7730 -3.1076
H 7.2798 -2.1435 -2.8710
H 6.2945 -3.2621 -3.6370
H 7.0522 -3.2628 -0.6589
H 6.2857 -4.6706 -1.5235
H 5.1848 -1.7126 0.4379
H 2.6106 -1.2035 0.0762
H 4.0522 -3.6314 -3.1778
H 0.9462 -2.9882 -1.8000
H 1.8601 -3.1672 -3.2202
H 1.3220 -1.4902 -2.7062
C -2.1116 5.5286 -0.9120
C -1.2211 5.7494 0.2322
N -0.7317 4.5420 0.8021
C -1.5701 3.5525 1.3026
C -0.7089 2.6116 1.8902
N 0.6171 3.0585 1.7492
C 0.5427 4.2838 1.1863
C 1.8012 2.2965 2.2583
H -1.7784 4.8272 -1.6769
H -2.4203 6.4401 -1.4238
H -3.0286 5.0902 -0.5182
H -1.7149 6.3211 1.0179
H -0.3905 6.3619 -0.1189
H -2.6153 3.5981 1.0346
H -0.8560 1.7173 2.4775
H 1.3369 4.9496 0.8824
H 2.6299 2.9501 1.9858
H 1.7743 1.3593 1.7025
H 1.7100 2.1940 3.3397
Cl -0.1891 -0.4256 0.2905
P 3.4880 4.1533 -1.8760
F 4.7673 4.9339 -2.3862
F 4.1766 3.9938 -0.4475
F 2.6974 5.4921 -1.2965
F 2.1737 3.2970 -1.3337
F 2.8173 4.4358 -3.3814
F 4.0249 2.6706 -2.4240
P 4.0458 -0.8820 3.9747
F 3.8629 -1.6857 5.4003
F 3.0245 -1.9545 3.2769
F 2.8092 0.1562 4.3223
F 4.0481 -0.1316 2.5078
F 5.0069 0.2456 4.7237
F 5.3039 -1.8352 3.5697
```

M in g mol⁻¹: 881.22
Lowest unoccupied orbital energy in eV: -5.23
Gap between HOMO and LUMO in eV: 8.3
Charge: +2
2S+1: 1